Molecular formula: C2H3ClO2S
Method: DFT, ωB97M-V/def2-TZVPD

Calculated values
* energy: -29572.9136 eV
* HOMO-LUMO gap: 9.51 eV
* HOMO: -0.32629 hartree
* total charge: 0
* energy above the lowest of the compared OMol25 structures with the same formula, charge and spin: 1.801 eV

Last column: Mulliken charge in e.
Atoms and positions in Å:
C  0.634  0.271  -0.373  -0.481
C  0.623  -0.630  0.796  0.354
O  1.731  2.106  1.293  -0.557
O  -0.315  -0.533  1.749  -0.530
S  2.038  0.801  0.681  0.413
Cl  1.327  -2.225  0.876  -0.173
H  0.655  -0.181  -1.356  0.354
H  -0.176  0.907  -0.067  0.243
H  -0.342  0.342  2.216  0.376